This record from OMol25 describes a cluster of 2 separate species, C6H13N3 in total in a non-equilibrium geometry. The level of theory is ωB97M-V/def2-TZVPD.

Atoms and positions in Å:
C  -2.94778  -0.09821  3.10597
C  0.24158  0.56283  -1.72475
C  -0.77243  -0.56806  -1.37698
C  1.56609  0.17191  -1.00721
C  -0.39806  -1.15008  -0.06601
C  2.38715  1.31416  -0.61434
N  -1.07740  -0.22326  1.68515
N  -1.99508  -0.24713  2.34377
N  0.88584  -0.72122  0.29380
H  -3.78320  0.57884  2.68767
H  -3.28073  -0.76524  3.91812
H  0.42371  0.59076  -2.88149
H  -0.06234  1.51433  -1.58720
H  -1.92740  -0.39809  -1.42478
H  -0.73666  -1.35090  -2.18614
H  2.04413  -0.62708  -1.47903
H  -0.79254  -2.10989  0.29578
H  1.87911  2.20150  -0.01243
H  2.72497  1.78769  -1.56443
H  3.41920  1.06986  -0.07423
H  1.56577  -1.42660  0.64408
H  0.63608  -0.10609  1.02469

Forces on atoms 1 to 3 (eV/Å):
C -4.484 0.731 0.429
C 1.299 -3.758 -2.743
C -2.010 0.437 -0.361

Its energy relative to the best compared isomer or geometry (same formula, charge and spin) is 5.6948 eV. For the max |F|, the calculation gives 4.830 eV/Å. The LUMO energy (spin up / spin down) comes out at -10.0411 / -10.0393 eV. The spin multiplicity is 1. Its net charge is +2.

These are the Mulliken partial charges, in e, on atoms 1 to 8: -0.168, -0.883, -0.550, 0.283, -0.077, -1.226, -0.320, 0.099

This record from OMol25 describes a structure of composition C6H13N4S in a non-equilibrium geometry. The level of theory is ωB97M-V/def2-TZVPD.

Atoms and positions in Å:
C  1.50489  -1.31673  -0.63728
C  1.09742  -0.50954  -1.69890
C  0.96535  1.40957  -0.31211
C  1.14306  -0.82876  0.61855
C  -2.18327  -0.35537  0.52613
C  -1.74182  -1.34353  -0.47669
N  1.08009  0.89606  -1.52343
N  0.68361  0.58033  0.74077
N  1.22795  2.73895  -0.09623
N  1.26586  -1.49217  1.80574
S  -1.10563  -1.03413  -1.95976
H  1.99721  -2.25726  -0.68194
H  1.41767  -0.88675  -2.63226
H  -2.57213  -0.90463  1.44385
H  -2.97292  0.27527  0.09122
H  -1.44662  0.26314  0.94243
H  -1.48432  -2.24860  -0.00323
H  1.48315  1.60718  -2.21130
H  0.58248  0.99812  1.59038
H  1.10258  3.31911  -0.88803
H  1.33992  3.22790  0.74384
H  0.93377  -2.41354  1.68944
H  0.77890  -1.09979  2.71183
H  -1.44254  0.16192  -2.07476

Forces on atoms 1 to 3 (eV/Å):
C -0.841 1.922 4.064
C -1.103 -0.619 -1.922
C 0.589 0.445 1.655

Its energy relative to the best compared isomer or geometry (same formula, charge and spin) is 3.0101 eV. For the max |F|, the calculation gives 5.042 eV/Å. The LUMO energy (spin up / spin down) comes out at -2.9874 / -2.9874 eV. The spin multiplicity is 1. Its net charge is +1.

These are the Mulliken partial charges, in e, on atoms 1 to 8: -0.906, -0.470, 0.474, 0.582, -0.969, -0.193, -0.199, -0.245

This record from OMol25 describes a cluster of 2 separate species, C6H13NO in total in a non-equilibrium geometry. The level of theory is ωB97M-V/def2-TZVPD.

Atoms and positions in Å:
C  -1.19402  0.81175  2.64619
C  -0.06315  0.46629  1.71277
C  -0.18390  -0.38341  0.69341
N  -1.44431  -0.85555  0.27667
C  0.93161  -0.64761  -0.23263
C  0.79798  -0.90137  -1.52518
C  1.96221  -1.12899  -2.46062
H  -1.61847  -0.06036  3.14660
H  -2.05696  1.28806  2.14598
H  -0.85017  1.55575  3.36112
H  0.85737  0.94331  2.01023
H  -1.43268  -1.81760  -0.03104
H  -2.17360  -0.71448  0.96184
H  1.92700  -0.60580  0.19356
H  -0.18643  -0.94274  -1.99540
H  2.31698  -0.18931  -2.86377
H  1.67434  -1.75696  -3.30304
H  2.77767  -1.63632  -1.96280
O  -0.63762  2.55959  -0.77526
H  -0.17832  2.16225  -1.52241
H  -1.22553  1.85351  -0.47621

Forces on atoms 1 to 3 (eV/Å):
C -0.483 0.424 -0.529
C -0.414 -0.136 1.027
C 0.091 0.468 -0.508

As for the SMILES: C/C=C(N)/C=C/C.O. Its energy relative to the best compared isomer or geometry (same formula, charge and spin) is 1.5914 eV. For the max |F|, the calculation gives 1.116 eV/Å. The LUMO energy comes out at 0.8958 eV. The spin multiplicity is 1. Its net charge is 0.

These are the Mulliken partial charges, in e, on atoms 1 to 8: -1.354, -0.065, 0.190, -0.477, -0.603, -0.016, -1.251, 0.355

This record from OMol25 describes an isolated molecule of C6H13NO in a non-equilibrium geometry. The level of theory is ωB97M-V/def2-TZVPD.

Atoms and positions in Å:
C  1.22521  -0.33757  2.91708
C  0.05538  -0.25900  1.92957
N  0.58392  -0.37961  0.58869
C  -0.58459  -0.26141  -0.34208
C  -1.31442  1.05058  -0.27774
O  -1.02253  1.95408  0.43478
C  0.20333  -0.29001  -1.68456
C  -0.44442  0.22837  -2.95796
H  1.64193  -1.37934  3.19778
H  2.12272  0.11890  2.60726
H  0.98060  0.07162  3.94315
H  -0.65627  -1.24487  1.98532
H  -0.54434  0.65315  2.11190
H  1.27329  0.33337  0.31498
H  -1.23535  -1.29247  -0.44259
H  -2.12674  1.21948  -1.09595
H  0.58892  -1.34357  -1.88968
H  1.21270  0.20541  -1.50744
H  -1.57769  0.03433  -2.87115
H  -0.30375  1.33508  -3.17321
H  -0.07789  -0.41652  -3.78815

Forces on atoms 1 to 3 (eV/Å):
C -0.507 -2.059 2.828
C -0.221 -2.456 1.030
N -2.211 0.192 -0.410

As for the SMILES: CCN[C@@H](C=O)CC. Its energy relative to the best compared isomer or geometry (same formula, charge and spin) is 2.9256 eV. For the max |F|, the calculation gives 3.560 eV/Å. The LUMO energy comes out at 0.8662 eV. The spin multiplicity is 1. Its net charge is 0.

These are the Mulliken partial charges, in e, on atoms 1 to 8: -1.164, -0.145, -0.412, 0.117, -0.043, -0.466, -0.534, -1.158

This record from OMol25 describes an isolated molecule of C6H13NO in a non-equilibrium geometry. The level of theory is ωB97M-V/def2-TZVPD.

Atoms and positions in Å:
C  -1.19214  -1.00875  -0.81618
C  -2.53837  -0.75748  -0.34024
C  -0.20119  0.11284  -1.11696
N  0.08695  1.07941  0.07377
C  -1.27058  1.33515  0.54231
C  0.96327  0.52438  1.16669
C  2.27353  -0.10948  0.64467
O  2.08811  -1.02600  -0.29256
H  -0.71706  -1.64655  -0.05462
H  -1.15462  -1.62365  -1.77702
H  -2.23749  0.70162  0.13539
H  -2.93269  -1.52895  0.32030
H  -3.17850  -0.82447  -1.24729
H  -0.68429  0.69654  -1.95295
H  0.77541  -0.41078  -1.38391
H  3.03156  0.69227  0.43233
H  -1.45408  2.49982  0.21446
H  -1.33868  1.13656  1.62299
H  1.18734  1.32615  1.82059
H  0.52640  -0.37420  1.66953
H  2.65600  -0.57213  1.54261

Forces on atoms 1 to 3 (eV/Å):
C 1.645 -2.367 0.981
C -0.098 -0.963 -2.810
C 1.568 1.274 -1.365

Its energy relative to the best compared isomer or geometry (same formula, charge and spin) is 8.8661 eV. For the max |F|, the calculation gives 5.200 eV/Å. The LUMO energy comes out at -2.7465 eV. The spin multiplicity is 1. Its net charge is 0.

These are the Mulliken partial charges, in e, on atoms 1 to 8: -0.397, -0.591, -0.828, 0.046, -0.694, -0.537, -0.631, -0.790

This record from OMol25 describes a cluster of 2 separate species, C6H13NO in total in a non-equilibrium geometry. The level of theory is ωB97M-V/def2-TZVPD.

Atoms and positions in Å:
H  0.83628  -3.04274  -0.25900
N  1.40044  -2.24823  -0.53809
C  1.47146  -1.32922  0.32192
C  1.06224  -1.27954  1.76352
O  2.07532  -0.15972  -0.07198
H  0.46660  -2.15188  2.02044
H  0.50586  -0.35744  1.93096
H  1.95813  -1.21224  2.37974
H  2.49449  -0.30228  -0.93595
C  0.08861  2.11751  -0.41852
C  -0.68570  1.03961  -0.47334
C  -0.88166  0.19463  -1.69722
C  -1.97159  0.92620  0.49862
H  -0.19595  3.02033  0.09800
H  1.12482  2.12991  -0.71384
H  -1.22289  -0.80032  -1.41055
H  0.05094  0.08980  -2.24878
H  -1.67176  0.59255  -2.33290
H  -2.84139  1.17672  -0.10823
H  -1.91007  1.66665  1.29264
H  -2.15417  -0.07029  0.90257

Forces on atoms 1 to 3 (eV/Å):
H 0.254 -0.075 0.339
N -0.445 -0.095 -0.211
C 0.661 0.554 -0.645

As for the SMILES: [H]/N=C(\C)O.C=C(C)C. Its energy relative to the best compared isomer or geometry (same formula, charge and spin) is 2.2288 eV. For the max |F|, the calculation gives 3.590 eV/Å. The LUMO energy comes out at 0.8384 eV. The spin multiplicity is 1. Its net charge is 0.

These are the Mulliken partial charges, in e, on atoms 1 to 8: 0.226, -0.778, 0.842, -0.951, -0.547, 0.327, 0.229, 0.276

This record from OMol25 describes a cluster of 2 separate species, C6H13NO in total. The level of theory is ωB97M-V/def2-TZVPD.

Atoms and positions in Å:
C  -0.78088  1.04560  -1.69941
C  -1.18454  0.72506  -0.29819
C  -1.75047  -0.40740  0.08537
C  -2.18212  -0.70266  1.48527
H  -1.46330  1.79764  -2.11841
H  -0.82066  0.15876  -2.33247
H  0.22426  1.45805  -1.72509
H  -0.99440  1.50176  0.43094
H  -1.95323  -1.18423  -0.64574
H  -1.92838  -1.72509  1.76120
H  -1.70207  -0.02148  2.18307
H  -3.26713  -0.59606  1.58038
C  2.72585  0.42008  -0.35611
N  1.80578  -0.66903  -0.15186
C  1.07317  -0.78885  0.97276
O  1.04816  0.00717  1.87883
H  3.76319  0.07840  -0.29348
H  2.53976  1.14763  0.43142
H  2.56734  0.88449  -1.32963
H  1.78075  -1.40032  -0.84330
H  0.49891  -1.72953  0.98448

Forces on atoms 1 to 3 (eV/Å):
C -0.344 0.047 -0.063
C -0.114 -0.015 -0.238
C -0.258 0.067 0.061

As for the SMILES: C/C=C/C.CNC=O. Its energy relative to the best compared isomer or geometry (same formula, charge and spin) is 1.2188 eV. For the max |F|, the calculation gives 0.650 eV/Å. The LUMO energy comes out at 0.8865 eV. The spin multiplicity is 1. Its net charge is 0.

These are the Mulliken partial charges, in e, on atoms 1 to 8: -1.173, 0.041, -0.155, -1.120, 0.378, 0.295, 0.213, 0.289

This record from OMol25 describes a cluster of 2 separate species, C6H13NO in total in a non-equilibrium geometry. The level of theory is ωB97M-V/def2-TZVPD.

Atoms and positions in Å:
C  2.06219  -3.19356  -1.64852
N  1.91094  -1.93094  -1.68209
C  0.89119  -1.17850  -1.16193
C  1.06932  -0.23719  -0.20877
C  0.11406  0.79371  0.31041
C  -0.30514  2.03196  -0.41668
C  -1.08324  2.92671  0.53135
H  1.48043  -3.76605  -1.01631
H  2.68922  -3.70682  -2.28952
H  -0.06847  -1.18850  -1.66582
H  1.95989  -0.14284  0.33714
H  0.60963  1.11942  1.36098
H  -0.89133  0.31865  0.58400
H  -0.89598  1.64845  -1.24559
H  0.54818  2.58703  -0.84995
H  -0.37711  3.73220  0.73676
H  -2.00007  3.20974  0.05384
H  -1.19097  2.49883  1.49105
O  -3.16621  0.03890  2.89228
H  -2.45792  -0.39848  3.28810
H  -3.94270  0.43496  3.41652

Forces on atoms 1 to 3 (eV/Å):
C -1.212 3.107 0.484
N 1.086 -1.505 -1.742
C -0.219 1.904 1.902

As for the SMILES: C=N/C=C/CCC.O. Its energy relative to the best compared isomer or geometry (same formula, charge and spin) is 3.7252 eV. For the max |F|, the calculation gives 4.583 eV/Å. The LUMO energy comes out at 0.8002 eV. The spin multiplicity is 1. Its net charge is 0.

These are the Mulliken partial charges, in e, on atoms 1 to 8: -0.270, -0.386, -0.051, -0.598, -0.572, -0.148, -1.157, 0.280